No. 1
11
Properties=species:S:1:pos:R:3:forces:R:3 method="wB97M-V/def2-TZVPD" homo_lumo_gap_ev=9.095 homo_energy_ev=-8.2516 fmax_ha_per_bohr=0.0124 total_energy_ev=-7763.5390 e_above_lowest_kcal_mol=68.9
C -0.99914 0.02394 -0.12063 -0.01 0.00 0.06
C -0.57591 -0.69611 -1.39006 0.37 -0.07 -0.09
O 0.51887 -1.17352 -1.55824 -0.61 0.18 0.02
C 1.91174 1.35398 1.10681 -0.33 -0.45 -0.09
N 1.00948 0.51830 1.07103 0.15 0.24 0.06
C -0.04470 -0.18419 1.01225 0.13 0.14 0.10
H -1.04682 1.09693 -0.36673 -0.07 -0.20 -0.02
H -2.01328 -0.28849 0.15330 0.11 0.04 -0.10
H -1.34821 -0.72541 -2.18875 0.13 -0.04 0.05
H 2.78810 1.03706 0.52876 0.07 0.07 0.08
H -0.20012 -0.96250 1.75225 0.05 0.08 -0.08

No. 2
24
Properties=species:S:1:pos:R:3:forces:R:3 method="wB97M-V/def2-TZVPD" homo_lumo_gap_ev=6.851 homo_energy_ev=-13.0052 fmax_ha_per_bohr=0.0711 charge=+1 total_energy_ev=-10471.7509 e_above_lowest_kcal_mol=104.8
C 0.81487 -0.25258 -0.85457 0.68 1.53 0.29
C 0.01097 0.40374 0.55693 2.14 0.08 -0.44
C 0.16876 -0.51652 1.67791 1.61 0.19 0.37
C -0.16460 2.54956 2.06249 -0.96 -0.37 0.57
C 0.48850 -2.18554 -2.14987 -1.67 -1.67 -2.79
C -1.45081 -1.08445 -1.18752 -0.03 0.34 2.84
C -0.38959 1.83313 0.72219 3.45 0.27 -0.16
N 1.96429 -0.04957 -1.42606 -2.61 -0.30 1.63
N -0.02659 -1.21888 -1.26005 0.75 1.05 -0.52
H -0.38584 -0.36390 2.61320 -0.44 0.00 -0.57
H 1.23121 -0.21247 2.10370 -1.30 -0.34 -1.11
H 0.27656 -1.55578 1.31623 -0.14 0.45 0.49
H -0.42478 3.58386 1.91330 -0.18 0.46 -0.35
H 0.90415 2.58233 2.24181 0.03 -0.37 0.76
H -0.85347 2.26304 2.90736 1.20 -0.25 -0.69
H 0.03067 -3.12158 -1.92972 -0.13 -1.06 0.77
H 0.18836 -2.14959 -3.21883 -0.34 1.10 0.35
H 1.51425 -2.31720 -2.29340 1.72 0.32 0.96
H -1.99414 -0.43143 -1.85615 0.32 -0.12 -0.92
H -1.76903 -2.12549 -1.16522 -0.94 0.32 0.03
H -1.70177 -0.54907 -0.16676 0.30 -1.15 -1.19
H 0.25723 2.43754 0.00696 -1.02 -0.90 0.19
H -1.37994 1.93965 0.43818 -2.20 0.12 -0.98
H 2.69074 0.54120 -1.05210 -0.25 0.29 0.48

No. 3
93
Properties=species:S:1:pos:R:3:forces:R:3 method="wB97M-V/def2-TZVPD" homo_lumo_gap_ev=4.489 homo_energy_ev=-10.3717 fmax_ha_per_bohr=0.0533 charge=+1 total_energy_ev=-133097.5912 e_above_lowest_kcal_mol=10.2
Tl 0.13039 -0.36028 -0.09856 -0.32 -0.52 -0.50
F -0.69022 -3.07446 -0.13241 0.30 1.50 0.16
C -1.76613 2.22925 -3.42774 -0.24 -0.95 0.09
C -0.67419 2.88504 -2.58324 0.31 -0.13 -0.87
C -1.06468 4.32161 -2.28277 0.57 1.51 1.16
O -0.18558 2.15208 -1.51807 -0.02 -0.03 0.55
H -2.17757 2.89619 -4.18284 0.11 0.26 0.14
H -2.55373 1.87144 -2.76666 0.04 -0.03 -0.17
H -1.35614 1.36679 -3.95700 -0.11 -0.13 0.16
H 0.15690 3.01998 -3.29498 0.25 -0.14 -0.14
H -1.30796 4.92378 -3.15986 -0.19 -0.55 -0.35
H -0.18096 4.85003 -1.90319 0.10 -0.19 0.15
H -1.82389 4.55921 -1.53351 -0.31 -0.65 -0.08
C 1.87172 -4.34831 -1.02065 0.41 -0.80 0.47
S 3.18075 -3.15794 -0.67455 -0.58 0.63 0.33
O 2.54523 -1.92341 -0.08933 0.00 -0.40 -0.28
C 3.87006 -4.04812 0.74606 -0.84 -0.89 -0.01
H 1.18355 -4.31658 -0.17507 -0.29 0.29 -0.26
H 2.34155 -5.33623 -1.03249 0.14 0.02 -0.07
H 1.37623 -4.21869 -1.97816 0.00 0.53 0.12
H 3.06747 -4.52752 1.31342 -0.26 0.38 0.00
H 4.39319 -3.37302 1.41609 0.34 0.05 -0.38
H 4.43407 -4.90419 0.37275 0.56 0.37 0.00
C 2.75267 -1.93519 -4.38502 -0.33 0.83 0.62
S 1.16959 -1.05542 -4.12190 0.80 -0.53 0.86
O 0.87362 -1.31763 -2.66632 -0.24 0.25 -0.19
C 1.81796 0.62383 -4.23344 -1.07 -0.26 0.33
H 3.10779 -1.60386 -5.35873 0.18 -0.63 -0.13
H 2.60294 -2.99519 -4.19427 -0.23 -0.08 -0.72
H 3.44354 -1.63253 -3.59491 -0.07 0.40 -0.06
H 2.37727 0.80303 -3.31611 0.48 -0.08 -0.30
H 0.93064 1.25549 -4.15817 0.05 0.03 -0.15
H 2.27019 0.75326 -5.21399 0.39 0.15 0.22
C -4.44028 1.78411 -0.88959 0.73 -0.37 0.33
S -4.19120 0.49533 0.39840 0.54 0.13 -0.22
O -2.72575 0.19804 0.53207 -1.18 0.88 0.49
C -4.79170 1.43898 1.85032 -0.55 0.06 -0.71
H -4.28733 1.34176 -1.87256 -0.37 -0.41 0.17
H -3.61371 2.49333 -0.81823 -0.27 0.31 0.39
H -5.43703 2.20450 -0.78163 0.09 0.15 -0.03
H -4.27207 2.35602 2.12433 0.48 -0.26 -0.06
H -4.89005 0.71968 2.65787 0.24 0.10 0.13
H -5.80773 1.74549 1.58723 -0.05 -0.13 -0.04
C -0.38441 2.31714 3.49168 0.19 -0.34 0.32
S 0.50749 3.10476 2.09180 -2.58 -0.76 -0.54
O 1.02498 1.97834 1.24721 0.41 -0.23 0.19
C -1.03734 3.58859 1.22389 0.15 1.96 0.53
H -1.42160 2.05023 3.29246 0.18 -0.11 -0.69
H -0.43998 2.87638 4.42685 0.62 0.36 -0.18
H 0.19530 1.40205 3.61794 -0.17 -0.04 0.23
H -1.67555 2.79731 0.83860 0.63 -0.51 0.03
H -0.76521 4.32577 0.46967 0.19 -0.53 -0.42
H -1.63647 4.21837 1.89232 0.08 -0.28 0.42
C -3.72561 -2.61618 -1.20479 -0.68 -0.24 0.27
S -2.95650 -1.68912 -2.54758 0.20 -0.35 1.18
O -2.26659 -0.54541 -1.84039 0.44 -0.22 -0.86
C -1.74578 -2.90602 -3.04251 0.99 -0.60 -0.88
H -3.06396 -2.69930 -0.34247 0.54 -0.14 -0.45
H -4.07775 -3.58371 -1.56537 0.32 -0.09 -0.07
H -4.62130 -2.11520 -0.83440 0.02 0.40 -0.39
H -1.14545 -2.44955 -3.83246 -0.21 0.23 0.03
H -2.17952 -3.79181 -3.51281 -0.65 0.24 0.11
H -1.02942 -3.27602 -2.30550 -0.44 0.57 0.71
C 2.44996 -2.39029 4.27559 -0.30 -0.34 -0.41
S 1.98209 -0.70006 3.74930 0.38 -0.55 -0.50
O 1.60275 -0.80619 2.30800 0.38 0.00 0.45
C 3.65778 -0.01443 3.75191 -0.26 -0.10 -0.33
H 1.53006 -2.96348 4.14931 -0.14 0.10 0.43
H 2.84497 -2.44919 5.28864 -0.32 0.27 0.13
H 3.15209 -2.91774 3.62696 0.22 0.66 -0.32
H 3.61146 1.04440 3.50467 -0.17 0.01 0.18
H 4.15130 -0.52646 2.92513 0.22 -0.08 0.16
H 4.13241 -0.17177 4.71845 0.07 -0.02 -0.05
C 4.10332 2.65268 0.79610 -0.53 0.32 -0.58
S 4.03423 1.51065 -0.63330 -0.68 -0.49 0.42
O 2.72775 0.73864 -0.65055 1.03 0.87 -0.15
C 3.85956 2.73354 -1.97117 -0.07 0.16 0.44
H 4.94200 3.32750 0.62479 0.13 -0.14 0.03
H 4.21103 2.12556 1.73912 0.12 -0.28 -0.23
H 3.18278 3.23525 0.83405 -0.03 -0.07 -0.09
H 4.44634 3.65104 -1.91956 0.23 -0.18 0.49
H 2.80337 3.00235 -1.91779 -0.09 -0.15 -0.44
H 4.18043 2.21579 -2.87215 -0.45 -0.03 -0.12
C -2.91231 -2.63627 2.52655 -1.49 0.54 0.97
S -1.69942 -1.62152 3.41076 0.94 0.42 -1.72
O -1.09790 -0.63179 2.41916 -0.51 -0.66 0.99
C -2.73871 -0.65429 4.50753 0.31 -0.34 0.88
H -3.51427 -3.11486 3.30717 0.45 -0.44 0.15
H -2.51031 -3.36816 1.83275 0.52 0.27 0.06
H -3.68863 -2.01532 2.07321 0.51 0.29 -0.50
H -3.10763 -1.31901 5.29312 -0.46 -0.20 -0.36
H -3.50737 -0.03364 4.06167 0.00 -0.15 -0.22
H -2.04383 -0.04924 5.09377 0.15 0.30 -0.44

No. 4
27
Properties=species:S:1:pos:R:3:forces:R:3 method="wB97M-V/def2-TZVPD" homo_lumo_gap_ev=9.971 homo_energy_ev=-9.3207 fmax_ha_per_bohr=0.0472 total_energy_ev=-12654.3856 e_above_lowest_kcal_mol=43.8
C -0.87502 0.36740 -2.93933 0.53 0.65 1.12
C -2.08825 0.85712 -3.67480 0.98 -0.49 1.41
O -2.46837 -0.21896 -4.44723 -1.23 -0.72 -1.86
H -0.48233 1.17515 -2.32173 0.33 0.01 0.10
H -0.08175 -0.02660 -3.57462 -0.05 0.11 -0.14
H -1.21182 -0.41595 -2.26034 0.22 -0.16 -0.07
H -1.87179 1.77577 -4.22008 -0.46 0.13 -0.08
H -2.83916 0.93664 -2.88873 -0.36 0.77 -0.40
H -1.90293 -0.21905 -5.22303 -0.06 -0.26 -0.15
C -0.00857 1.58873 3.68001 -1.45 -0.67 -0.44
C -0.69889 0.15916 3.84531 1.51 0.96 -1.64
O 0.38926 -0.70370 3.61794 0.16 -1.34 1.58
H 0.80922 1.61476 4.40018 -0.58 0.49 0.51
H -0.72478 2.40700 3.60529 0.01 0.29 1.11
H 0.52333 1.77376 2.74677 -0.06 -1.01 -0.53
H -1.42909 -0.20808 3.12418 -0.60 1.15 -0.41
H -1.20109 -0.00501 4.79870 0.70 0.13 0.35
H 0.72250 -0.57423 2.72699 0.11 0.01 -0.11
C 1.64102 -0.76600 -0.93744 -0.26 0.03 0.54
C 1.53943 -1.71437 0.26470 -0.09 0.27 -0.57
O 1.82201 -0.92639 1.43304 0.41 -0.84 -0.86
H 1.64554 -1.23035 -1.92357 -0.51 -0.11 0.12
H 2.52564 -0.12930 -0.92449 0.33 -0.22 0.33
H 0.81316 -0.08390 -0.74382 -0.08 0.08 -0.78
H 2.17431 -2.59663 0.18323 0.36 0.09 0.18
H 0.52753 -2.10803 0.36063 -0.05 0.21 0.07
H 2.75086 -0.72887 1.29225 0.17 0.44 0.62

No. 5
24
Properties=species:S:1:pos:R:3:forces:R:3 method="wB97M-V/def2-TZVPD" homo_lumo_gap_ev=9.711 homo_energy_ev=-9.0413 fmax_ha_per_bohr=0.0078 total_energy_ev=-10469.2194 e_above_lowest_kcal_mol=76.2
C 0.05951 1.15183 -1.09088 0.02 0.02 0.10
C 1.35783 1.74110 -0.51928 -0.14 -0.01 0.01
C 1.14641 2.98249 0.34546 -0.02 -0.07 -0.05
N -0.92390 0.75222 -0.06096 0.12 0.04 -0.15
N 0.40265 0.04039 -1.96710 -0.03 0.10 0.09
H -0.42772 1.91778 -1.70391 0.01 -0.02 0.02
H -1.31313 1.56558 0.40439 0.06 -0.02 -0.03
H -0.43997 -0.31772 -2.40411 0.03 0.03 0.03
H 0.78368 -0.71209 -1.39907 -0.03 0.03 0.01
H -0.44477 0.19431 0.64193 0.02 0.01 -0.01
H 1.85512 0.95840 0.06492 -0.02 0.00 -0.01
H 2.01652 1.97806 -1.35834 -0.04 -0.02 0.02
H 2.10051 3.39453 0.68030 -0.04 -0.03 -0.02
H 0.62511 3.76711 -0.21127 0.02 -0.04 0.01
H 0.55740 2.75850 1.23812 0.02 0.00 -0.04
C -1.22405 -2.58615 0.13106 0.25 0.09 0.29
C -1.60012 -2.56911 1.48481 -0.09 -0.03 -0.10
O 0.62539 -1.90246 0.64073 -0.23 -0.14 0.02
H 1.43984 -2.41974 0.54630 -0.10 0.03 0.04
H -0.90576 -3.49813 -0.35712 0.00 0.03 0.03
H -1.41460 -1.73008 -0.50261 0.00 0.00 0.02
H -0.32927 -2.20015 1.56812 0.11 -0.01 -0.22
H -2.22840 -1.75303 1.82384 0.04 -0.01 -0.03
H -1.71827 -3.51365 2.00465 0.03 0.03 -0.04